1.
Computed, not measured: a cluster of 12 separate species, C29H52BCl2F3N15O6P2 in total in a non-equilibrium geometry, with ωB97M-V with the def2-TZVPD basis set.

Calculated values
* frontier orbital gap: 0.225 Eh
* LUMO level: 1.725 eV
* total charge: -1
* total energy: -4336.6617 hartree

Last column: Löwdin charge in e.
Atoms and positions in Å:
N: 3.814 0.870 -1.055  0.10
C: 3.758 -0.469 -1.640  -0.67
N: 4.734 -0.570 -2.734  0.07
N: 4.212 -1.408 -0.650  0.09
C: 2.404 -0.807 -2.280  -0.08
C: 1.155 -0.581 -1.428  -0.35
O: 0.248 -1.625 -1.710  -0.34
P: -0.852 -1.221 -2.973  0.45
N: -2.055 -0.643 -4.181  -0.14
C: -0.671 -2.998 -3.683  -0.20
B: 0.325 -3.049 -4.877  -0.75
O: 1.333 -3.997 -4.884  0.14
O: 0.237 -2.190 -5.976  0.07
P: -2.669 -1.932 -1.836  0.54
O: -3.560 -0.564 -1.619  -0.45
Cl: -2.071 -2.431 0.155  0.13
O: -0.864 0.439 -2.267  -0.29
C: 0.317 0.710 -1.741  -0.71
Cl: -0.164 1.398 -0.011  0.58
C: 1.058 1.874 -2.402  -0.14
O: 0.203 2.521 -3.369  0.07
C: 0.860 3.204 -4.307  -0.64
F: -0.008 4.053 -4.933  0.13
F: 1.886 3.983 -3.816  0.11
F: 1.423 2.399 -5.260  0.13
H: 4.334 1.523 -1.607  0.02
H: 2.915 1.231 -0.779  0.05
H: 4.442 0.055 -3.474  0.06
H: 5.621 -0.225 -2.393  0.05
H: 3.715 -1.341 0.227  0.01
H: 4.240 -2.348 -1.007  0.07
H: 2.290 -0.330 -3.245  0.10
H: 2.419 -1.866 -2.487  0.13
H: 1.309 -0.611 -0.363  0.08
H: 0.182 -0.719 -3.844  0.06
H: -2.933 -1.149 -4.120  -0.03
H: -1.680 -0.789 -5.107  -0.01
H: -0.297 -3.663 -2.914  0.07
H: -1.621 -3.367 -4.057  0.04
H: 1.977 -3.727 -5.544  0.09
H: 1.029 -1.654 -6.059  0.09
H: -3.203 0.151 -2.162  -0.01
H: 1.979 1.560 -2.873  0.10
H: 1.321 2.601 -1.653  0.09
C: -5.215 2.846 -2.032  -0.09
C: -5.283 1.677 -2.898  -0.28
N: -5.318 0.769 -3.592  0.15
H: -5.699 3.693 -2.514  0.08
H: -5.712 2.640 -1.088  0.08
H: -4.176 3.091 -1.833  0.06
C: -4.739 -1.567 -7.387  -0.06
C: -3.490 -2.177 -6.954  -0.25
N: -2.520 -2.668 -6.598  0.19
H: -5.039 -0.807 -6.667  0.08
H: -4.607 -1.108 -8.364  0.08
H: -5.516 -2.326 -7.448  0.08
C: -4.338 -3.752 2.829  -0.10
C: -5.042 -4.738 3.640  -0.30
N: -5.599 -5.507 4.280  0.11
H: -3.593 -3.240 3.431  -0.07
H: -3.845 -4.238 1.990  0.07
H: -5.043 -3.019 2.446  0.09
C: -1.829 0.046 2.956  -0.06
C: -2.425 -1.151 3.526  -0.17
N: -2.904 -2.084 3.983  0.14
H: -1.159 0.496 3.685  0.08
H: -1.270 -0.204 2.055  0.02
H: -2.609 0.760 2.700  0.09
C: 8.891 1.815 -1.169  -0.07
C: 7.473 2.122 -1.057  -0.26
N: 6.358 2.362 -0.971  0.15
H: 9.335 2.413 -1.962  0.08
H: 9.390 2.039 -0.229  0.08
H: 9.022 0.760 -1.400  0.08
C: 2.043 0.415 3.431  -0.06
C: 2.196 -0.713 2.526  -0.25
N: 2.336 -1.580 1.793  0.16
H: 1.330 1.120 3.009  0.06
H: 1.687 0.067 4.399  0.09
H: 3.002 0.911 3.559  0.09
C: -2.702 6.370 -1.126  -0.06
C: -3.603 5.522 -0.360  -0.28
N: -4.304 4.839 0.232  0.15
H: -1.864 6.673 -0.502  0.08
H: -2.324 5.821 -1.986  0.08
H: -3.232 7.255 -1.470  0.08
C: -3.216 -4.747 6.083  -0.09
C: -2.185 -4.631 7.103  -0.27
N: -1.379 -4.533 7.909  0.12
H: -3.113 -3.931 5.369  0.04
H: -3.117 -5.698 5.563  0.08
H: -4.199 -4.697 6.545  0.08
C: 3.232 7.082 -4.183  -0.07
C: 4.488 7.487 -3.563  -0.29
N: 5.472 7.805 -3.076  0.12
H: 2.974 6.073 -3.872  0.06
H: 2.439 7.763 -3.883  0.08
H: 3.334 7.108 -5.266  0.08
C: 1.669 -3.560 9.527  -0.08
C: 2.685 -2.568 9.199  -0.29
N: 3.482 -1.788 8.944  0.12
H: 2.122 -4.378 10.084  0.08
H: 0.890 -3.103 10.132  0.06
H: 1.219 -3.952 8.618  0.06
C: -1.441 -0.746 11.267  -0.08
C: -1.097 -0.348 9.909  -0.29
N: -0.825 -0.041 8.842  0.13
H: -2.360 -0.250 11.574  0.08
H: -1.587 -1.823 11.308  0.08
H: -0.640 -0.466 11.947  0.08


2.
Computed, not measured: a cluster of 3 separate species, C29H52ClN2O11P in total in a non-equilibrium geometry, with ωB97M-V with the def2-TZVPD basis set.

Calculated values
* frontier orbital gap: 0.346 Eh
* LUMO level: 0.245 eV
* total energy: -2874.8525 hartree

Last column: Löwdin charge in e.
Atoms and positions in Å:
C: -0.194 -2.700 -2.620  0.04
C: -1.117 -1.950 -2.044  -0.20
C: -1.405 -0.537 -2.482  -0.13
C: -2.632 -0.337 -3.447  -0.22
P: -1.960 0.679 -4.853  0.51
O: -2.902 1.011 -5.922  -0.22
O: -0.754 -0.234 -5.357  -0.10
O: -1.195 1.935 -4.233  -0.10
C: -3.110 -1.637 -4.133  -0.43
O: -2.465 -2.414 -4.737  0.17
N: -4.527 -1.788 -3.944  0.13
C: -5.139 -0.465 -3.578  -0.33
C: -6.283 -0.817 -2.613  -0.22
C: -7.284 -1.861 -3.095  -0.09
C: -5.586 0.257 -4.886  -0.55
Cl: -7.231 0.995 -4.719  0.69
C: -5.521 -0.544 -6.180  -0.27
C: -6.585 -1.610 -6.406  -0.11
C: -3.933 0.290 -2.868  -0.29
O: -3.819 1.685 -3.234  -0.05
C: -4.045 0.272 -1.346  -0.15
C: -4.475 1.385 -0.635  0.01
C: -4.611 1.313 0.747  -0.12
N: -4.330 0.240 1.482  0.08
C: -3.914 -0.818 0.790  -0.14
C: -3.776 -0.865 -0.588  -0.04
H: 0.433 -2.304 -3.406  0.07
H: -0.072 -3.736 -2.341  0.07
H: -1.651 -2.377 -1.206  0.08
H: -1.499 0.116 -1.615  0.12
H: -0.503 -0.225 -3.002  0.10
H: -0.057 0.322 -5.731  0.10
H: -1.490 2.153 -3.340  0.09
H: -4.575 -2.360 -3.098  0.14
H: -5.858 -1.183 -1.684  0.10
H: -6.832 0.084 -2.342  0.09
H: -7.863 -1.536 -3.953  0.04
H: -7.991 -2.033 -2.282  0.08
H: -6.826 -2.820 -3.320  0.07
H: -4.959 1.121 -5.038  0.06
H: -5.614 0.195 -6.977  0.11
H: -4.536 -0.980 -6.306  0.10
H: -6.449 -2.008 -7.412  0.07
H: -6.458 -2.452 -5.729  0.06
H: -7.595 -1.213 -6.354  0.05
H: -4.692 2.094 -3.233  0.11
H: -4.703 2.316 -1.127  0.11
H: -4.966 2.186 1.280  0.11
H: -3.675 -1.703 1.367  0.10
H: -3.465 -1.785 -1.052  0.10
C: 4.164 -2.742 2.715  -0.11
O: 3.070 -1.943 3.099  -0.19
C: 3.270 -0.567 2.820  -0.20
C: 1.955 0.138 2.586  -0.18
O: 1.377 -0.105 1.312  -0.12
C: 0.773 -1.369 1.089  -0.18
C: -0.570 -1.539 1.761  -0.21
O: -0.429 -1.778 3.149  -0.19
C: -1.510 -1.278 3.905  -0.11
H: 5.058 -2.509 3.305  0.09
H: 3.888 -3.781 2.887  0.09
H: 4.393 -2.614 1.650  0.09
H: 3.907 -0.443 1.936  0.12
H: 3.776 -0.106 3.679  0.12
H: 2.157 1.212 2.599  0.13
H: 1.251 -0.077 3.392  0.12
H: 1.446 -2.189 1.351  0.13
H: 0.604 -1.411 0.011  0.11
H: -1.086 -2.402 1.312  0.12
H: -1.175 -0.641 1.587  0.12
H: -1.651 -0.205 3.732  0.09
H: -1.275 -1.436 4.955  0.09
H: -2.444 -1.801 3.668  0.08
C: 10.329 1.402 4.627  -0.11
O: 9.190 2.003 4.056  -0.20
C: 8.466 1.126 3.212  -0.21
C: 7.003 1.500 3.159  -0.18
O: 6.257 1.115 4.303  -0.14
C: 6.453 1.844 5.504  -0.18
C: 5.836 3.224 5.504  -0.20
O: 6.610 4.136 4.744  -0.20
C: 5.839 5.154 4.150  -0.11
H: 11.074 1.148 3.864  0.09
H: 10.765 2.120 5.320  0.09
H: 10.061 0.497 5.184  0.09
H: 8.560 0.091 3.562  0.13
H: 8.881 1.190 2.197  0.13
H: 6.556 0.937 2.336  0.12
H: 6.880 2.562 2.940  0.12
H: 7.509 1.889 5.777  0.12
H: 5.937 1.260 6.270  0.13
H: 5.784 3.584 6.541  0.13
H: 4.817 3.160 5.106  0.12
H: 5.053 4.733 3.512  0.09
H: 6.506 5.751 3.532  0.09
H: 5.379 5.802 4.905  0.09